84
Properties=species:S:1:pos:R:3:forces:R:3:lowdin_charge:R:1 method="wB97M-V/def2-TZVPD" e_homo_ev="-12.93 / -12.94" multiplicity=1 charge=+2 gap_ha="0.16095 / 0.16446"
Os 0.078544 -0.237565 0.475385 -2.464 0.770 -1.960 1.6781
Cl -3.412088 3.078656 -0.825702 -0.040 0.109 0.025 0.8148
C -3.664837 1.667516 0.093071 1.306 -0.646 0.109 -0.5653
C -4.936829 1.311585 0.530353 -0.384 -0.450 0.297 -0.0867
C -5.158588 0.153977 1.253253 0.358 0.384 -0.301 -0.5796
Cl -6.735721 -0.215599 1.793386 -0.068 -0.028 -0.001 0.8069
C -4.082241 -0.728649 1.556226 0.401 0.135 -0.104 -0.1500
C -4.202643 -1.939486 2.257132 0.327 -0.111 -0.011 0.0299
C -3.077100 -2.701572 2.472797 -0.249 0.170 0.077 0.0015
C -1.832552 -2.246452 2.036523 0.114 -0.008 -0.102 -0.0853
N -1.669850 -1.096637 1.400758 0.095 -0.237 -0.124 -0.0349
C -2.783223 -0.359516 1.128971 -0.368 0.737 -0.219 -0.1388
C -2.548374 0.849692 0.394482 -2.788 -0.307 1.198 -0.3812
O -1.344245 1.145251 0.079329 3.534 -1.155 -0.529 -0.1944
H -5.764455 1.962710 0.303159 -0.132 0.072 -0.044 0.1213
H -5.168970 -2.256345 2.613984 -0.112 -0.095 0.019 0.1112
H -3.139140 -3.644792 2.988656 0.010 -0.098 0.073 0.1241
H -0.947512 -2.844927 2.197125 -0.014 0.001 -0.030 0.1025
C 2.268997 2.526240 -2.005396 0.496 -0.098 0.078 0.0156
C 1.271289 1.928417 -1.233806 -0.343 0.141 -0.007 -0.0801
N 1.503743 0.865622 -0.477437 0.547 -0.058 -0.470 -0.0598
C 2.755760 0.342880 -0.454621 0.561 0.191 -0.264 -0.1449
C 3.824999 0.885909 -1.199530 -0.651 -0.232 0.439 -0.1157
C 3.547923 2.010690 -1.996913 -0.461 0.023 0.103 0.0490
C 5.104746 0.265203 -1.097316 0.180 -0.340 0.188 0.0196
C 5.292672 -0.833627 -0.323062 0.071 0.239 -0.232 0.0169
C 4.217396 -1.423976 0.408914 -0.579 0.231 0.076 -0.1136
C 4.346357 -2.579613 1.199445 -0.369 0.148 0.055 0.0576
C 3.236929 -3.057687 1.862489 0.112 0.154 -0.078 0.0087
C 2.016789 -2.392602 1.741106 -0.203 -0.159 0.228 -0.0830
N 1.854510 -1.291891 1.017813 -0.128 0.451 -0.200 -0.0528
C 2.944791 -0.818234 0.347775 0.506 0.076 -0.102 -0.1378
H 2.019728 3.390862 -2.599385 -0.043 0.035 -0.063 0.1296
H 0.255962 2.302809 -1.252499 0.002 -0.090 0.002 0.1125
H 4.330098 2.450044 -2.595474 0.098 0.082 -0.074 0.1362
H 5.927444 0.686330 -1.654386 0.096 0.041 -0.040 0.1329
H 6.269417 -1.287320 -0.245635 0.079 -0.043 -0.042 0.1321
H 5.301345 -3.076073 1.279572 0.097 -0.068 0.012 0.1393
H 3.293459 -3.939302 2.482472 -0.031 -0.045 -0.003 0.1281
H 1.142752 -2.782359 2.240561 -0.036 0.046 0.014 0.1072
C -3.590159 -1.551537 -3.201553 0.070 0.064 -0.226 -0.0595
C -2.713020 -1.077887 -4.356279 -0.083 -0.075 0.035 -0.1474
C -1.200801 -1.238354 -4.079939 0.030 0.399 0.045 -0.2927
C -0.358373 -0.700833 -5.254317 0.081 -0.089 0.015 -0.1560
C 1.141291 -0.764908 -4.984537 -0.232 -0.005 -0.092 -0.0612
C -0.924552 -2.718868 -3.888029 -0.135 0.401 -0.393 -0.4040
O -1.031891 -3.523499 -4.769353 0.026 -0.095 0.038 0.1629
N -0.569633 -3.120509 -2.606828 0.241 -0.394 0.741 0.2383
C -0.349839 -2.275781 -1.559294 -0.318 -0.184 -1.110 -0.5224
O -0.013968 -2.690995 -0.443591 0.317 0.564 0.982 0.0151
N -0.486150 -0.955569 -1.735222 1.077 0.148 3.902 0.1450
C -0.876254 -0.345697 -2.864439 -0.496 0.525 -1.339 -0.4642
O -0.979439 0.856480 -2.947946 0.038 0.193 0.117 0.0985
H -4.633245 -1.363072 -3.441082 -0.094 -0.035 0.076 0.0870
H -3.351257 -1.019459 -2.280375 -0.039 0.080 0.152 0.0632
H -3.473209 -2.619642 -3.027858 -0.047 -0.122 0.054 0.0827
H -2.907840 -0.023783 -4.558681 0.101 -0.025 -0.049 0.1292
H -2.953986 -1.651126 -5.253596 0.091 0.064 -0.017 0.1351
H -0.651505 0.335080 -5.428781 -0.103 -0.084 -0.001 0.1265
H -0.594051 -1.284759 -6.144933 -0.100 0.015 0.048 0.1329
H 1.402647 -0.195013 -4.092781 0.097 0.094 0.094 0.0616
H 1.678061 -0.338253 -5.827137 0.140 -0.007 -0.018 0.0859
H 1.476048 -1.792084 -4.854000 0.097 -0.119 -0.005 0.0827
H -0.426608 -4.114564 -2.453130 -0.017 0.152 -0.038 0.1838
C -0.014162 1.004810 3.758927 -0.345 -0.227 0.987 -0.1481
C 0.205703 1.927243 5.011279 -0.159 -0.439 -0.290 -0.1240
N 0.867984 3.118654 4.566401 0.221 0.811 1.126 -0.1816
C 0.064972 3.844003 3.624291 -0.137 -0.180 -0.436 -0.1174
C -0.155660 2.926842 2.369398 -0.471 0.747 -0.197 -0.1306
N 0.531255 1.664513 2.584493 -0.321 -1.570 -1.338 -0.1890
C 1.952433 1.905292 2.763133 0.920 0.193 0.191 -0.1422
C 2.161139 2.816859 4.025110 0.086 -0.269 -0.412 -0.1229
H -1.078881 0.826393 3.602294 0.013 -0.086 -0.096 0.1126
H 0.488817 0.046946 3.897623 -0.010 -0.081 -0.075 0.1120
H 0.826317 1.428251 5.756091 -0.060 0.001 0.015 0.1277
H -0.746192 2.191861 5.472138 0.022 -0.040 0.015 0.1289
H 0.579092 4.764503 3.346655 -0.058 -0.006 -0.004 0.1297
H -0.887154 4.104257 4.087661 0.023 0.024 -0.052 0.1300
H 0.240907 3.401365 1.471882 -0.023 -0.080 -0.103 0.1210
H -1.217726 2.735278 2.218265 0.010 -0.062 -0.097 0.1138
H 2.344852 2.397378 1.873026 -0.021 -0.076 -0.115 0.1156
H 2.464822 0.951585 2.894173 -0.008 -0.080 -0.082 0.1121
H 2.666172 3.745051 3.755755 0.026 -0.053 0.010 0.1291
H 2.755765 2.303380 4.781510 0.027 0.035 -0.048 0.1282


80
Properties=species:S:1:pos:R:3:forces:R:3:lowdin_charge:R:1 method="wB97M-V/def2-TZVPD" e_homo_ev=-8.11 multiplicity=1 gap_ha=0.27517
Sn 0.076579 0.127668 0.268743 0.323 0.156 0.375 1.1620
Cl -0.657671 -0.718232 3.619543 0.235 0.191 -1.191 -0.4783
Cl 2.383799 1.462588 -2.238687 -0.743 -0.323 0.727 -0.4508
N 1.893679 1.982938 2.046033 0.427 1.226 0.471 0.0175
C 2.254969 1.831528 3.336923 -0.177 -0.398 -0.281 -0.1440
C 3.240969 2.574328 4.000003 -0.845 -0.202 -0.265 -0.0606
C 3.917539 3.507908 3.260913 0.066 0.280 -0.564 -0.0880
C 3.561799 3.708008 1.933253 -0.055 -0.237 -0.346 -0.0598
C 2.495039 3.003568 1.369573 0.592 -1.705 0.634 -0.1482
H 1.746619 1.027638 3.848523 -0.191 -0.108 0.129 0.0561
H 3.435369 2.438338 5.053623 0.002 -0.251 -0.015 0.1038
H 4.743169 4.085378 3.649813 0.056 -0.046 0.229 0.1049
H 4.240719 4.316568 1.354353 -0.468 0.330 -0.364 0.1037
H 2.200239 3.010958 0.330613 0.208 0.595 -0.257 0.0541
N 1.488519 -2.588752 -1.202287 -0.073 -2.353 -0.561 0.0446
C 2.146539 -2.356572 -2.356147 -0.505 0.163 0.270 -0.1643
C 2.234379 -3.241002 -3.424587 -0.461 0.197 0.628 -0.0695
C 1.624129 -4.457692 -3.280417 -0.029 -1.362 0.042 -0.0936
C 1.062249 -4.876612 -2.065847 0.527 2.030 1.441 -0.0637
C 1.024829 -3.909642 -1.019107 1.011 1.811 -1.810 -0.1057
H 2.616619 -1.399762 -2.529117 -0.223 0.497 0.536 0.0435
H 2.721909 -2.918612 -4.332757 0.021 -0.141 -0.035 0.1078
H 1.660049 -5.165382 -4.095457 -0.061 -0.112 -0.152 0.1009
H 0.747609 -5.890752 -1.868557 -0.178 0.020 -0.195 0.0960
H 0.655089 -4.066482 -0.016567 -0.248 -0.356 -0.071 0.0929
N -3.005541 1.050618 0.689603 0.605 -1.249 0.401 0.0273
C -3.603021 0.004548 1.395123 0.589 3.047 -1.923 -0.1253
C -4.968821 0.026598 1.569073 0.419 -0.494 -0.132 -0.0643
C -5.690591 1.079758 1.021473 -0.535 0.518 -0.577 -0.0726
C -5.088211 2.065028 0.244693 0.219 -0.328 0.388 -0.0711
C -3.711761 2.033678 0.106163 -0.039 -1.459 1.007 -0.1602
H -2.927271 -0.759452 1.750183 -0.116 0.150 0.179 0.0181
H -5.383351 -0.850512 2.043653 -0.553 0.281 0.257 0.1046
H -6.761141 1.180758 1.122103 -0.160 -0.421 0.231 0.1013
H -5.634621 2.852568 -0.252917 -0.288 -0.021 0.168 0.1006
H -3.208641 2.804928 -0.458147 0.460 -0.155 0.020 0.0873
N -1.944601 -2.751672 -0.066907 -0.894 -0.730 0.471 0.0473
C -2.111411 -3.226552 1.200813 0.598 -1.089 -0.772 -0.1569
C -2.172561 -4.592132 1.520283 -0.496 0.238 -1.789 -0.0458
C -2.310031 -5.497662 0.441793 -0.364 0.623 -0.695 -0.0606
C -2.305881 -5.022672 -0.891447 0.408 1.792 1.055 -0.0677
C -2.083851 -3.637112 -1.086817 0.383 -0.490 1.622 -0.1671
H -2.166931 -2.572652 2.058563 0.447 0.636 -0.239 0.0296
H -2.201111 -4.864562 2.564963 -0.066 -0.266 -0.076 0.1041
H -2.551301 -6.541242 0.580113 0.328 -0.163 0.332 0.0967
H -2.411251 -5.592002 -1.803127 -0.128 -0.531 0.321 0.0978
H -1.956681 -3.248692 -2.086497 -0.009 0.155 -0.093 0.0984
N -0.736291 3.525048 -0.003017 -0.057 -0.494 0.005 0.0389
C -0.278781 4.332088 -0.991697 0.177 -1.121 1.850 -0.1449
C 0.352759 5.511118 -0.694157 0.611 1.176 0.002 -0.0740
C 0.580269 5.944498 0.630973 -0.646 -2.322 0.156 -0.0449
C 0.112909 5.066318 1.638283 -0.140 0.767 -1.334 -0.0674
C -0.581811 3.892418 1.266913 1.236 1.475 -0.012 -0.1737
H -0.229301 3.868428 -1.965847 -0.335 0.325 -0.250 0.0885
H 0.747689 6.056838 -1.538317 0.132 0.273 0.048 0.1004
H 1.242229 6.760258 0.881433 -0.259 0.276 -0.157 0.1020
H 0.304689 5.280548 2.679313 -0.028 -0.079 0.091 0.1012
H -0.814291 3.255678 2.107693 -0.608 -0.591 -0.364 0.1024
N 3.028639 -1.046582 1.200713 0.854 1.223 -0.681 0.0231
C 4.010329 -0.884912 0.306783 1.989 -0.722 -0.133 -0.1356
C 5.403209 -1.248202 0.530993 -2.543 1.053 0.232 -0.0428
C 5.701239 -1.685112 1.794263 -0.414 -2.338 0.862 -0.1010
C 4.668829 -2.020692 2.695623 -0.704 1.641 -1.071 -0.0502
C 3.386639 -1.518872 2.388433 0.496 -1.092 0.784 -0.1591
H 3.785109 -0.431942 -0.647417 -0.464 -0.045 -0.147 0.0290
H 6.147969 -1.181572 -0.248297 -0.084 0.349 -0.020 0.0982
H 6.669889 -2.064432 2.084493 0.418 0.275 -0.285 0.0973
H 4.836459 -2.626012 3.574193 0.108 0.423 0.253 0.0963
H 2.606909 -1.499712 3.135463 -0.264 -0.438 0.105 0.0842
N -1.742851 0.162018 -2.288697 -0.530 0.840 -1.162 0.0263
C -1.423121 1.200678 -3.122347 -0.493 -1.248 0.513 -0.1317
C -2.238861 1.578468 -4.196477 -0.041 -0.451 0.634 -0.0651
C -3.451911 0.944138 -4.350327 0.458 1.211 0.446 -0.0697
C -3.860081 0.024048 -3.384387 -1.252 -0.219 -2.663 -0.0830
C -2.968681 -0.435352 -2.496917 2.366 0.865 2.112 -0.1633
H -0.486051 1.705738 -2.940137 0.277 -0.125 0.141 0.0375
H -2.043741 2.375838 -4.898287 0.664 0.054 0.195 0.1040
H -3.989871 1.401408 -5.167587 -0.940 -0.770 0.031 0.1056
H -4.811391 -0.473362 -3.502627 -0.180 0.033 0.214 0.1065
H -3.244861 -1.198292 -1.784147 0.178 -0.154 0.070 0.0819


82
Properties=species:S:1:pos:R:3:forces:R:3:lowdin_charge:R:1 method="wB97M-V/def2-TZVPD" s2=6.078 e_homo_ev="-6.59 / -7.68" multiplicity=5 gap_ha="0.21529 / 0.17485"
Rh -0.084808 -0.050019 -0.306693 -0.328 0.132 0.068 -0.0696
C -1.485563 -3.956192 6.953284 0.073 0.013 0.025 -0.4187
S 0.253471 -4.403983 6.754417 -0.096 -0.033 0.002 0.7959
C 0.313698 -4.495416 4.950767 0.034 0.047 0.092 -0.5175
C 0.209351 -3.141653 4.265374 0.072 -0.139 -0.055 -0.2558
C 0.332122 -3.281658 2.752330 -0.090 0.339 0.507 -0.2472
N 0.153777 -1.999933 2.055015 -0.001 -0.356 -0.420 -0.4247
P 1.362116 -0.919481 1.510605 -0.546 0.589 0.594 0.9173
C 2.906469 -1.839429 1.817886 -0.001 -0.106 -0.437 -0.3327
C 3.504944 -1.877727 3.078300 0.051 -0.023 -0.029 -0.0770
C 4.598304 -2.705298 3.300545 -0.037 0.022 -0.034 -0.0665
C 5.110539 -3.483771 2.267489 -0.030 0.032 0.058 -0.0742
C 4.538338 -3.426552 1.004427 0.013 -0.016 0.005 -0.0706
C 3.439803 -2.608235 0.781510 -0.049 0.020 0.014 -0.1019
C 1.491703 0.398836 2.757960 0.180 -0.057 0.009 -0.3832
C 2.383959 1.431165 2.467237 0.019 0.095 0.105 -0.1240
C 2.474470 2.532193 3.306638 -0.023 -0.004 -0.075 -0.0689
C 1.679094 2.603638 4.446625 0.033 0.063 0.003 -0.0772
C 0.800514 1.572737 4.745293 -0.047 -0.065 -0.027 -0.0711
C 0.700683 0.473055 3.896491 -0.029 -0.067 0.077 -0.0985
P -1.276236 -1.647567 1.189360 -0.069 -0.522 -0.293 0.9517
C -2.552746 -1.944401 2.479249 -0.017 0.342 0.055 -0.3336
C -2.722726 -0.931386 3.428895 0.023 -0.007 -0.013 -0.1595
C -3.614610 -1.081042 4.479633 0.045 -0.014 -0.008 -0.0773
C -4.359796 -2.248363 4.592467 -0.014 -0.050 -0.024 -0.0835
C -4.207871 -3.256684 3.650847 0.056 0.029 -0.029 -0.0739
C -3.311530 -3.107272 2.595862 0.031 0.045 0.137 -0.0786
C -1.571371 -3.064482 0.071209 -0.191 0.152 -0.059 -0.3811
C -0.599531 -4.000389 -0.257726 0.081 -0.062 0.031 -0.1284
C -0.830645 -4.937185 -1.256925 0.017 0.027 -0.037 -0.0779
C -2.035503 -4.942411 -1.942683 -0.057 0.029 -0.014 -0.0789
C -3.020485 -4.017328 -1.615259 0.047 0.051 0.040 -0.0804
C -2.786531 -3.079500 -0.619391 0.044 -0.051 -0.041 -0.1320
H -1.718821 -4.050307 8.013566 -0.021 0.022 -0.054 0.0285
H -2.117184 -4.643096 6.386794 0.009 0.038 0.047 0.0365
H -1.676784 -2.931283 6.635651 -0.034 -0.043 0.012 0.0222
H -0.488780 -5.161191 4.620525 0.062 -0.028 -0.053 0.0807
H 1.268293 -4.975125 4.718899 -0.041 0.001 -0.041 0.0758
H 0.996062 -2.485997 4.645359 -0.021 0.041 0.005 0.0990
H -0.755013 -2.682736 4.495339 0.026 0.050 0.027 0.0882
H -0.434207 -3.970628 2.396752 -0.054 -0.030 -0.049 0.1052
H 1.297976 -3.718680 2.497705 0.104 -0.001 -0.070 0.1110
H 3.125883 -1.259650 3.883803 -0.022 -0.029 -0.031 0.1072
H 5.051881 -2.738530 4.284561 -0.018 0.000 -0.062 0.1080
H 5.960612 -4.131272 2.448225 -0.028 0.049 -0.007 0.1062
H 4.947053 -4.017350 0.192685 -0.030 0.040 0.045 0.1086
H 2.992093 -2.560409 -0.206412 0.064 -0.050 0.083 0.0296
H 3.002204 1.384767 1.573921 -0.055 0.038 0.026 0.0706
H 3.146045 3.345769 3.051852 -0.040 -0.095 0.052 0.1065
H 1.738881 3.470829 5.097280 0.009 -0.104 -0.071 0.1050
H 0.184297 1.625252 5.637151 0.043 -0.013 -0.082 0.1056
H 0.010727 -0.335407 4.120734 0.054 0.117 0.001 0.0787
H -2.154261 -0.011949 3.334622 -0.034 -0.045 0.017 0.0683
H -3.735720 -0.285807 5.205427 0.010 -0.011 -0.037 0.1090
H -5.064518 -2.367569 5.407935 0.049 0.002 -0.049 0.1060
H -4.789127 -4.167259 3.732906 0.016 0.024 -0.009 0.1053
H -3.204341 -3.905301 1.875337 0.012 -0.034 -0.053 0.1012
H 0.350436 -3.999856 0.262922 0.054 0.024 -0.064 0.0905
H -0.058949 -5.651698 -1.513395 0.006 -0.004 0.019 0.1079
H -2.202662 -5.653793 -2.742859 -0.010 0.004 0.069 0.1058
H -3.962900 -4.012492 -2.149667 0.041 0.014 0.016 0.1090
H -3.545757 -2.338444 -0.387422 0.004 -0.020 -0.028 0.1098
Se -2.075866 0.321673 -1.994747 0.061 0.186 0.324 0.1855
Se -2.176764 -0.821947 -3.880461 0.066 -0.115 -0.055 0.0681
Se 0.654260 -1.877090 -4.047884 -0.131 0.081 -0.081 0.0958
Se 1.192704 -1.497684 -1.923372 -0.303 -1.716 0.064 -0.1807
Cl -3.578296 1.350346 1.295829 0.047 0.059 -0.008 0.7191
C -2.912680 2.530066 0.193578 -0.065 0.028 -0.036 -0.6596
C -3.807668 3.354593 -0.474457 -0.049 -0.019 0.091 -0.1239
C -3.338121 4.264714 -1.403403 -0.010 0.038 -0.064 -0.0888
C -1.973346 4.342576 -1.651265 0.136 0.050 -0.001 -0.0760
C -1.093838 3.535512 -0.949363 0.066 0.141 -0.184 -0.0774
C -1.532457 2.601349 -0.006400 0.135 -0.095 0.195 -0.4023
C -0.539276 1.761607 0.714481 -0.270 -0.625 -0.242 -0.2442
H -4.865889 3.282718 -0.254403 0.063 -0.064 -0.038 0.1028
H -4.033988 4.906823 -1.931442 0.049 -0.054 0.038 0.1039
H -1.590989 5.047337 -2.383316 -0.029 -0.077 0.090 0.1072
H -0.024642 3.618691 -1.125132 -0.109 -0.004 -0.005 0.0358
H -0.879965 1.499731 1.708243 0.007 0.082 0.210 0.0211
H 0.424161 2.258319 0.755811 0.120 0.131 0.072 0.0171
I 2.181239 0.893198 -1.686028 0.883 1.709 -0.279 0.3161
I 3.020611 3.604954 -0.965639 -0.015 -0.146 0.021 -0.0057